The following is a quantum chemistry calculation of the ion C5H11N3 with charge +2 in a non-equilibrium geometry, from the OMol25 dataset.

ΔE to the lowest compared entry with this formula, charge and spin, eV: 5.0753
LUMO level, eV: -10.542
HOMO level, eV: -18.8
Total charge: +2
Multiplicity: 1
DFT total energy, Ha: -360.616235

XYZ file:
```
19
Properties=species:S:1:pos:R:3:forces:R:3:lowdin_charge:R:1
H 2.555126 0.048938 -1.371376 -0.261 -0.753 2.065 0.132
C 0.000427 1.339060 -1.359337 -0.408 0.933 0.230 0.289
H 3.400898 -1.112938 -0.273100 0.048 0.127 -0.365 0.117
H 1.887614 -1.333920 1.224107 -0.033 -2.210 1.942 0.112
H 0.856856 1.263448 -1.973382 1.436 -1.254 0.133 0.117
H -0.547251 -1.908678 1.512506 -1.258 1.407 -0.606 0.244
C -1.939437 0.786247 0.013505 -0.113 -3.363 -0.799 0.038
H -0.392267 2.325189 -1.596066 -1.284 -0.277 0.227 0.159
N -0.844397 -1.058617 0.940651 5.170 -2.470 0.178 0.123
H 3.190481 0.497075 0.244504 1.340 2.003 0.767 0.075
N -0.513113 0.551431 -0.476578 1.179 2.099 -0.586 0.047
H -2.216704 1.581428 0.620344 0.864 1.913 1.400 0.135
C -2.142356 -0.556255 0.741636 -1.350 -0.359 0.898 -0.075
C 0.141449 -0.524321 0.258772 3.401 -0.141 2.249 -0.028
H -2.686693 -1.343693 0.240797 -0.620 0.218 -0.546 0.156
C 2.717731 -0.260795 -0.266715 0.390 -0.981 -2.657 -0.050
H -2.509248 -0.515876 1.759603 -0.840 0.665 0.011 0.158
H -2.595318 0.874140 -0.837390 0.105 -0.227 -0.584 0.153
N 1.636203 -0.651862 0.597522 -7.765 2.671 -3.957 0.098
```
Forces are in eV/Å.


The following is a quantum chemistry calculation of the ion C5H11N3 with charge +2 in a non-equilibrium geometry, from the OMol25 dataset.

ΔE to the lowest compared entry with this formula, charge and spin, eV: 1.8475
LUMO level (spin up / spin down), eV: -8.147 / -13.867
HOMO level (spin up / spin down), eV: -15.0 / -19.6
Total charge: +2
Multiplicity: 3
DFT total energy, Ha: -360.458463

XYZ file:
```
19
Properties=species:S:1:pos:R:3:forces:R:3:lowdin_spin:R:1
N -1.406930 0.029511 0.164510 -7.038 1.539 -4.516 0.459
C 0.756384 -0.139148 1.534718 4.672 -3.284 -3.274 0.328
H 1.517368 -1.312647 -1.852138 0.568 -0.499 -0.062 0.000
H -0.230681 -1.291709 3.027705 1.092 -1.378 0.235 0.105
H -2.458423 0.098516 0.384889 2.023 -0.521 -0.243 0.005
H -0.720265 0.246655 3.475419 0.128 -0.125 -1.954 0.044
N 1.189925 1.186130 -1.605050 -3.778 -0.412 0.601 0.010
C -0.615646 -0.161498 1.159262 3.349 0.104 3.751 0.493
H 2.106916 0.941164 -1.660031 3.424 -0.319 -0.458 0.000
N 0.568476 -1.104969 -1.605523 3.245 3.721 -0.380 -0.002
H -1.795652 -0.257379 -2.045109 1.501 0.724 1.941 0.020
C -0.389195 -0.347286 2.521553 -3.626 1.809 3.397 0.402
H 0.906493 2.165194 -1.570179 0.161 -0.353 -0.048 0.000
C -1.173258 0.410294 -1.265082 -1.337 -1.418 0.018 0.047
H 0.019339 -1.900678 -1.530852 -1.997 -1.129 0.237 0.000
H 1.529606 0.615567 1.435485 -0.476 1.090 1.162 0.031
H 1.387466 -1.103833 1.343027 -1.226 1.151 0.296 0.038
C 0.309899 0.208920 -1.494230 -1.653 -1.303 -0.957 0.001
H -1.723518 1.337164 -1.465634 0.969 0.604 0.254 0.020
```
Forces are in eV/Å.